{
  "formula": "C5H6O2",
  "method": "ωB97M-V with the def2-TZVPD basis set",
  "species": ["O", "O", "C", "C", "C", "C", "C", "H", "H", "H", "H", "H", "H"],
  "positions_angstrom": [[-1.425, -1.919, 1.737], [2.964, 0.544, -0.918], [0.035, 0.406, -0.163], [-1.617, -1.578, 0.380], [-0.615, -0.606, -0.074], [0.933, 1.563, -0.167], [1.911, 1.054, -1.196], [-1.598, -2.511, -0.186], [0.457, 2.515, -0.450], [1.483, 1.064, -2.219], [-2.595, -1.103, 0.213], [-1.337, -1.091, 2.227], [1.404, 1.662, 0.817]],
  "forces_ev_per_angstrom": [[-0.1, 0.1, 0.2], [-0.2, 0.3, -0.3], [-0.8, -0.1, 0.6], [-0.1, 0.0, -0.4], [0.0, 0.7, 0.2], [0.0, -0.2, 0.1], [0.6, 0.0, -0.1], [0.1, 0.1, 0.0], [0.0, -0.5, 0.0], [0.3, 0.0, -0.1], [0.0, -0.2, 0.1], [0.0, -0.2, 0.0], [0.0, 0.0, -0.2]],
  "lowdin_charge": [-0.054, 0.069, -0.043, -0.275, 0.029, -0.145, -0.296, 0.119, 0.124, 0.130, 0.121, 0.091, 0.128],
  "multiplicity": 1,
  "total_charge": 0,
  "orbital_gap_ev": 10.4691,
  "smiles": "O=CCC#CCO",
  "lumo_ev": 0.72,
  "e_above_lowest_kcal_mol": 61.96
}